Entry 1:
{"formula": "C4H10N", "method": "wB97M-V/def2-TZVPD", "spin_multiplicity": 1, "total_charge": 1, "gap_ev": 11.6, "fmax_ev_per_a": 4.7, "homo_ev": -15.448, "smiles": "CC1([NH3+])CC1", "species": ["C", "C", "N", "C", "C", "H", "H", "H", "H", "H", "H", "H", "H", "H", "H"], "xyz": [[0.77009, -1.20637, -0.73686], [0.00198, 0.04193, -0.12846], [-1.15095, 0.50065, -0.86888], [-0.22298, -0.02488, 1.38718], [0.76775, 0.98461, 0.80804], [1.85610, -1.16252, -0.56054], [0.64541, -1.18425, -1.85865], [0.27342, -2.06991, -0.32722], [-1.97588, -0.17141, -0.54325], [-0.96994, 0.30658, -1.91979], [-1.43364, 1.45715, -0.82582], [0.18902, -0.77765, 2.01243], [-1.08111, 0.43345, 1.86001], [0.56367, 2.15139, 0.83450], [1.76707, 0.72123, 0.86730]]}

***

Entry 2:
{"formula": "C20H22F3N5O2S", "method": "wB97M-V/def2-TZVPD", "spin_multiplicity": 1, "gap_ev": 8.1, "fmax_ev_per_a": 1.4, "homo_ev": -8.252, "smiles": "CCn1nc(C)c(NC(=O)CCCSc2nc(-c3ccco3)cc(C(F)(F)F)n2)c1C", "species": ["C", "C", "N", "N", "C", "C", "C", "N", "C", "O", "C", "C", "C", "S", "C", "N", "C", "C", "C", "C", "C", "O", "C", "C", "C", "F", "F", "F", "N", "C", "C", "H", "H", "H", "H", "H", "H", "H", "H", "H", "H", "H", "H", "H", "H", "H", "H", "H", "H", "H", "H", "H", "H"], "xyz": [[0.01270, 4.70616, -1.95873], [0.71778, 3.35286, -2.00573], [-0.02838, 2.33605, -1.31544], [-0.78584, 1.49998, -2.02483], [-1.39293, 0.70762, -1.16125], [-2.38605, -0.31716, -1.58387], [-1.00082, 1.04632, 0.15360], [-1.45694, 0.36581, 1.29296], [-0.75579, 0.04559, 2.40554], [0.36681, 0.44302, 2.64609], [-1.53500, -0.84720, 3.36239], [-0.59665, -1.70818, 4.20558], [0.28755, -2.60781, 3.35361], [-0.67686, -3.68692, 2.22831], [-0.24810, -3.05767, 0.66911], [0.62036, -2.06351, 0.58373], [0.95073, -1.62958, -0.62941], [1.89457, -0.54894, -0.70818], [2.47877, 0.20126, 0.28759], [3.32050, 1.12042, -0.36544], [3.19215, 0.86580, -1.70181], [2.33641, -0.13430, -1.91913], [0.39933, -2.21198, -1.78446], [-0.51012, -3.22772, -1.56229], [-1.21617, -3.92661, -2.70225], [-0.88462, -3.41149, -3.89693], [-0.92376, -5.23176, -2.75712], [-2.54864, -3.82721, -2.60404], [-0.84640, -3.65908, -0.35627], [-0.12871, 2.11686, 0.01919], [0.55300, 2.95708, 1.03447], [-0.98270, 4.61926, -2.38635], [0.57725, 5.43701, -2.53103], [-0.07706, 5.05876, -0.93478], [0.80247, 3.01423, -3.04041], [1.71930, 3.42720, -1.57171], [-3.39972, 0.06430, -1.45232], [-2.24612, -0.54665, -2.63614], [-2.28941, -1.23134, -1.00011], [-2.34842, -0.08975, 1.15681], [-2.12486, -0.20306, 4.01961], [-2.22347, -1.48758, 2.80793], [0.06147, -1.05664, 4.78381], [-1.18787, -2.31151, 4.89634], [0.87650, -3.27308, 3.98295], [0.93945, -2.02127, 2.70937], [2.28494, 0.11272, 1.33624], [3.94141, 1.86382, 0.09103], [3.64847, 1.31531, -2.56249], [0.66093, -1.86457, -2.76778], [-0.09519, 3.77809, 1.34456], [1.47607, 3.37514, 0.64078], [0.77770, 2.35192, 1.90868]]}

***

Entry 3:
{"formula": "C5H11N", "method": "wB97M-V/def2-TZVPD", "spin_multiplicity": 1, "gap_ev": 10.2, "fmax_ev_per_a": 1.9, "homo_ev": -9.088, "smiles": "C=CC[C@H](C)N", "species": ["C", "C", "C", "C", "C", "N", "H", "H", "H", "H", "H", "H", "H", "H", "H", "H", "H"], "xyz": [[0.21399, -2.00260, -1.98484], [0.33948, -0.89190, -1.24693], [-0.57486, -0.41032, -0.17743], [-0.15628, 0.96258, 0.41492], [1.24631, 0.85705, 1.04526], [-1.15063, 1.26753, 1.43242], [1.05905, -2.55982, -2.36350], [-0.76658, -2.41554, -2.18714], [1.21615, -0.29480, -1.48611], [-0.42839, -1.02068, 0.72167], [-1.62986, -0.27310, -0.42110], [-0.14321, 1.74954, -0.33920], [1.47582, 1.78989, 1.55832], [2.06588, 0.53842, 0.41280], [1.14476, 0.11173, 1.84490], [-1.00764, 2.14872, 1.90893], [-1.12232, 0.54905, 2.14828]]}

***

Entry 4:
{"formula": "C5H4N2O", "method": "wB97M-V/def2-TZVPD", "spin_multiplicity": 1, "gap_ev": 10.1, "fmax_ev_per_a": 7.6, "homo_ev": -9.540, "species": ["C", "C", "C", "C", "C", "H", "H", "H", "H", "N", "N", "O"], "xyz": [[1.33068, -0.68535, -0.33167], [-0.02277, -1.37248, -0.81362], [-0.50795, -0.08658, -0.35569], [0.30376, 1.55117, 0.92345], [0.68740, 0.57085, 0.04349], [-0.03679, -1.82109, -1.91203], [-0.25024, -2.11055, -0.12809], [-2.49426, 0.53398, 0.42872], [0.84549, 2.49223, 1.35266], [-1.42234, 0.60158, 0.21403], [-0.93006, 1.48567, 1.10150], [2.49706, -1.15943, -0.52275]]}

***

Number 1 is which compound? C4H10N